# 1
C41H37ClFeN2O4 as an isolated structure, computed with wB97M-V/def2-TZVPD.

Element x y z (Å)
Fe 0.58583 -0.80751 0.13580
O -0.80713 -1.29226 -0.99620
C -2.18926 -1.25399 -0.96045
C -2.63641 -1.24592 0.52445
C -2.27990 0.03742 1.19197
C -3.23882 1.02296 1.40163
C -2.88419 2.16968 2.08443
C -1.56166 2.33835 2.45750
C -0.63798 1.35447 2.13645
C 0.82641 1.60127 2.25747
C 1.36443 1.99825 0.83444
O 0.88081 1.07667 -0.08302
C 2.90070 2.03354 0.83355
C 3.68666 2.00473 1.97405
C 5.07617 2.01078 1.87660
C 5.69048 2.05030 0.63632
C 4.90692 2.07570 -0.51544
C 3.52669 2.06966 -0.41306
C 0.85995 3.40763 0.47751
C 1.55021 4.55579 0.85952
C 1.06652 5.81665 0.53329
C -0.11973 5.94887 -0.17518
C -0.81740 4.80986 -0.55402
C -0.32637 3.55138 -0.23379
N -1.00415 0.19563 1.56367
C -2.75435 -0.03134 -1.69718
C -4.08222 0.01282 -2.11398
C -4.56740 1.10781 -2.81464
C -3.72885 2.17585 -3.10971
C -2.40576 2.13929 -2.69237
C -1.92145 1.04124 -1.99111
C -2.70347 -2.51961 -1.66921
C -3.43579 -3.52684 -1.06008
C -3.78623 -4.67756 -1.76424
C -3.41395 -4.82827 -3.08835
C -2.67944 -3.82078 -3.70780
C -2.32921 -2.68442 -3.00389
H -2.08178 -2.06193 0.99513
H -3.71022 -1.41684 0.60832
H -4.24900 0.86792 1.04570
H -3.62176 2.92970 2.31094
H -1.23475 3.23249 2.97156
H 1.33749 0.67596 2.52054
H 1.03741 2.38885 2.98057
H 3.23304 1.96389 2.95639
H 5.67725 1.96954 2.77743
H 6.77135 2.05036 0.56079
H 5.37595 2.07418 -1.49151
H 2.90544 2.06300 -1.30042
H 2.48157 4.46354 1.40572
H 1.62274 6.69913 0.82641
H -0.49423 6.93171 -0.43489
H -1.74860 4.89612 -1.10272
H -0.85095 2.66022 -0.54336
H -4.74197 -0.82213 -1.90165
H -5.60122 1.12405 -3.13951
H -4.10574 3.02747 -3.66298
H -1.73967 2.96509 -2.91625
H -0.88715 0.99434 -1.67474
H -3.73569 -3.44554 -0.02370
H -4.35734 -5.45277 -1.26775
H -3.68477 -5.72501 -3.63180
H -2.38539 -3.92437 -4.74558
H -1.73107 -1.91193 -3.47304
Cl 5.15055 -1.59508 -1.90238
C 4.52020 -1.66051 -0.23125
C 3.08026 -1.21557 -0.10609
O 2.28416 -1.32194 -1.07931
O 2.73116 -0.78233 1.01407
H 5.14045 -1.02339 0.38998
H 4.58823 -2.69325 0.10301
C 1.14465 -1.79777 3.50801
C 1.20055 -2.84610 2.43809
C 1.75848 -4.09423 2.51845
C 1.57136 -4.70664 1.24207
C 0.90609 -3.79879 0.45504
C 0.49006 -3.99891 -0.97071
N 0.67074 -2.64008 1.18124
H 1.50177 -2.20729 4.45394
H 0.12218 -1.42976 3.64885
H 1.77598 -0.94905 3.24155
H 2.23653 -4.52232 3.38973
H 1.88279 -5.69566 0.93358
H 0.72463 -5.02074 -1.27330
H 1.00433 -3.30648 -1.64044
H -0.57676 -3.82927 -1.09872

Forces on atoms 1 to 3 (eV/Å):
Fe 0.40 -0.59 0.30
O -0.03 0.57 -0.33
C -0.18 -0.34 0.11

Computed properties:
- maximum force (hartree/bohr) = 0.0150
- highest occupied orbital energy (alpha / beta) (eV) = -3.92 / -3.91
- expectation value of S² = 8.76
- multiplicity = 6
- ΔE to the lowest compared entry with this formula, charge and spin (eV) = 0.239
- total charge = -1
- LUMO (alpha / beta) (eV) = 2.582 / 2.577
- orbital gap (alpha / beta) (eV) = 6.51 / 6.49

Want to see where the charge sits? The Löwdin charges in e are:
1. Fe 1.121
2. O -0.223
3. C -0.456
4. C -0.056
5. C -0.242
6. C -0.012
7. C -0.048
8. C -0.021
9. C -0.246
10. C -0.047
11. C -0.443
12. O -0.240
13. C -0.175
14. C -0.044
15. C -0.087
16. C -0.107
17. C -0.082
18. C -0.018
19. C -0.126
20. C -0.023
21. C -0.092
22. C -0.108
23. C -0.079
24. C -0.022
25. N 0.150
26. C -0.146
27. C -0.033
28. C -0.091
29. C -0.100
30. C -0.078
31. C -0.019
32. C -0.168
33. C -0.038
34. C -0.088
35. C -0.103
36. C -0.078
37. C -0.024
38. H 0.130
39. H 0.118
40. H 0.114
41. H 0.106
42. H 0.118
43. H 0.081
44. H 0.126
45. H 0.108
46. H 0.096
47. H 0.094
48. H 0.099
49. H 0.130
50. H 0.113
51. H 0.095
52. H 0.092
53. H 0.096
54. H 0.080
55. H 0.118
56. H 0.095
57. H 0.093
58. H 0.100
59. H 0.096
60. H 0.103
61. H 0.096
62. H 0.093
63. H 0.099
64. H 0.130
65. Cl 0.545
66. C -0.467
67. C -0.705
68. O -0.061
69. O -0.032
70. H 0.067
71. H 0.083
72. C -0.056
73. C -0.396
74. C -0.098
75. C -0.098
76. C -0.371
77. C -0.044
78. N -0.004
79. H 0.070
80. H 0.065
81. H 0.038
82. H 0.078
83. H 0.078
84. H 0.073
85. H 0.062
86. H 0.048

***

# 2
C41H37F7N2S as an isolated structure in a non-equilibrium geometry, computed with wB97M-V/def2-TZVPD.

Element x y z (Å)
C -3.43404 -1.95515 -4.00312
C -2.04707 -2.17029 -4.63451
C -1.93801 -3.63677 -5.02081
F -0.91748 -3.83516 -5.93504
C -1.75454 -4.54562 -3.81870
C -1.02073 -4.15500 -2.66473
C -0.87597 -4.94026 -1.56445
C -0.11874 -4.41867 -0.36329
C -1.01789 -3.52923 0.49766
F 0.34369 -5.46151 0.40920
C -1.48663 -6.23702 -1.56620
N -1.52258 -7.17939 -0.61540
S -2.38158 -8.39090 -1.20746
N -2.76799 -7.82642 -2.66189
C -2.20049 -6.60823 -2.72762
C -2.34940 -5.76950 -3.86221
H -4.22428 -2.27155 -4.67905
H -3.53691 -2.52324 -3.07941
H -3.52923 -0.90334 -3.75490
H -1.32099 -1.88306 -3.88919
H -1.98394 -1.52863 -5.51072
H -2.89326 -3.91112 -5.46679
H -0.54263 -3.18602 -2.63822
H 0.74130 -3.85289 -0.72138
H -0.39104 -2.83078 1.03769
H -1.52820 -4.18133 1.20033
H -1.73011 -2.98253 -0.10917
H -2.92036 -6.09075 -4.71663
F -0.58782 -1.30005 2.74003
C -0.06934 -1.50089 3.97076
C 1.24566 -1.90312 4.08515
C 1.77552 -2.10547 5.35151
C 0.98845 -1.91338 6.47891
C -0.33396 -1.51226 6.33729
C -0.87059 -1.29875 5.07550
H 1.84093 -2.05485 3.19427
H 2.80664 -2.41488 5.45864
H 1.40475 -2.07552 7.45953
H -0.95218 -1.36520 7.21305
H -1.89606 -0.97940 4.94454
F 2.77646 -2.57577 8.80326
C 3.05467 -1.92583 9.95552
C 2.01155 -1.43756 10.71508
C 2.30055 -0.77405 11.89842
C 3.61869 -0.60225 12.29809
C 4.65183 -1.09898 11.51524
C 4.37183 -1.77127 10.33473
H 0.99153 -1.57677 10.38187
H 1.49442 -0.39070 12.50905
H 3.84012 -0.08135 13.21988
H 5.67953 -0.96285 11.82343
H 5.16129 -2.17269 9.71350
F -1.32355 -0.41949 -2.53115
C -0.95451 0.87569 -2.67508
C 0.38762 1.18283 -2.75017
C 0.76042 2.51002 -2.90368
C -0.20668 3.50344 -2.97034
C -1.55118 3.17069 -2.88854
C -1.93367 1.84482 -2.74398
H 1.12550 0.39355 -2.68941
H 1.80854 2.76779 -2.97211
H 0.08672 4.53818 -3.08614
H -2.30194 3.94393 -2.93564
H -2.97680 1.56250 -2.68491
F -2.00229 6.12591 -1.92096
C -3.15989 6.81945 -1.94661
C -3.32980 7.86741 -1.06516
C -4.51881 8.58090 -1.09576
C -5.51831 8.23460 -1.99486
C -5.32731 7.17461 -2.86993
C -4.13786 6.46086 -2.85243
H -2.54095 8.11601 -0.36789
H -4.66486 9.40901 -0.41558
H -6.44544 8.79152 -2.01314
H -6.10596 6.90132 -3.56907
H -3.96734 5.63705 -3.53293
F 2.58775 2.99543 -5.95076
C 3.91442 3.02292 -5.72328
C 4.39598 3.75686 -4.65748
C 5.76311 3.77896 -4.42253
C 6.62551 3.07920 -5.25506
C 6.11982 2.35110 -6.32344
C 4.75359 2.31616 -6.56082
H 3.70721 4.30206 -4.02543
H 6.15507 4.34439 -3.58789
H 7.69122 3.10165 -5.07086
H 6.79077 1.80813 -6.97526
H 4.33855 1.74876 -7.38301

Forces on atoms 1 to 3 (eV/Å):
C 0.51 0.05 0.07
C -0.98 -0.44 0.12
C -0.18 0.60 0.90

Computed properties:
- maximum force (hartree/bohr) = 0.0290
- highest occupied orbital energy (eV) = -8.77
- multiplicity = 1
- LUMO (eV) = -0.319
- orbital gap (eV) = 8.45

Want to see where the charge sits? The Löwdin charges in e are:
1. C -0.083
2. C -0.189
3. C -0.315
4. F 0.005
5. C -0.145
6. C 0.029
7. C -0.100
8. C -0.335
9. C -0.004
10. F -0.007
11. C -0.294
12. N -0.226
13. S 1.014
14. N -0.229
15. C -0.353
16. C 0.046
17. H 0.076
18. H 0.078
19. H 0.056
20. H 0.065
21. H 0.122
22. H 0.135
23. H 0.121
24. H 0.144
25. H 0.056
26. H 0.093
27. H 0.082
28. H 0.127
29. F 0.042
30. C -0.286
31. C -0.017
32. C -0.073
33. C -0.086
34. C -0.078
35. C -0.019
36. H 0.116
37. H 0.107
38. H 0.071
39. H 0.103
40. H 0.116
41. F 0.035
42. C -0.278
43. C -0.017
44. C -0.082
45. C -0.096
46. C -0.082
47. C -0.016
48. H 0.117
49. H 0.105
50. H 0.101
51. H 0.105
52. H 0.118
53. F 0.027
54. C -0.271
55. C -0.010
56. C -0.075
57. C -0.083
58. C -0.074
59. C -0.009
60. H 0.119
61. H 0.093
62. H 0.102
63. H 0.078
64. H 0.115
65. F 0.050
66. C -0.281
67. C -0.016
68. C -0.082
69. C -0.096
70. C -0.082
71. C -0.020
72. H 0.118
73. H 0.105
74. H 0.101
75. H 0.105
76. H 0.110
77. F 0.056
78. C -0.290
79. C -0.025
80. C -0.084
81. C -0.098
82. C -0.083
83. C -0.017
84. H 0.111
85. H 0.105
86. H 0.100
87. H 0.105
88. H 0.118

***

# 3
A 3-piece molecular cluster, C41H37I2N2O7P overall in a non-equilibrium geometry, computed with wB97M-V/def2-TZVPD.

Element x y z (Å)
C -4.07363 3.49571 -5.10223
C -4.64144 3.08133 -3.64107
O -5.71395 2.09964 -3.69365
P -5.13365 0.56633 -4.26490
O -5.77979 -0.47720 -3.30710
C -5.93232 0.30847 -5.95371
C -5.02019 -0.46083 -7.03084
C -4.00673 0.50925 -7.81911
C -2.66717 -0.35550 -8.09422
N -1.54267 -0.74675 -8.28118
C -4.59653 1.16669 -9.16395
C -6.21653 1.20734 -9.19535
N -7.36932 1.17704 -8.85381
C -4.12293 2.70648 -9.35529
I -5.27811 3.49685 -11.06234
C -2.56566 2.88216 -9.71796
C -2.02000 1.84972 -10.83910
I -1.26177 2.97319 -7.93534
O -3.43192 0.51638 -4.26158
C -2.91318 -0.81634 -4.00127
C -1.31575 -0.73465 -3.66864
H -3.27504 2.76691 -5.49108
H -3.54605 4.52090 -5.01525
H -4.91470 3.60269 -5.88380
H -3.79605 2.79650 -2.90222
H -5.10450 4.05430 -3.21183
H -6.32220 1.29963 -6.40420
H -6.87312 -0.34225 -5.78342
H -5.75197 -1.03427 -7.72405
H -4.37706 -1.29169 -6.54212
H -3.75161 1.38110 -7.10512
H -4.29252 0.52374 -10.06507
H -4.37559 3.35672 -8.44893
H -2.46526 3.93223 -10.19671
H -2.22654 0.75248 -10.60091
H -2.50522 2.19174 -11.83472
H -0.88190 1.99876 -10.95249
H -3.38420 -1.35266 -3.11018
H -2.99234 -1.52362 -4.90871
H -0.82104 0.17558 -4.17389
H -0.84020 -1.67333 -4.15542
H -1.09459 -0.81452 -2.55069
C -2.75398 -2.27043 2.31964
C -2.91860 -1.37575 1.26431
C -1.90292 -0.48065 0.94540
C -0.72271 -0.46944 1.68953
C -0.56782 -1.34871 2.76149
C -1.58190 -2.25785 3.06822
C 0.65883 -1.31350 3.58974
O 0.79681 -2.08445 4.52534
C 1.71101 -0.32286 3.27068
C 2.84680 -0.23914 4.07706
C 3.84776 0.67946 3.77833
C 3.72215 1.51130 2.66762
C 2.58916 1.43496 1.86436
C 1.57661 0.52378 2.17047
C 0.35924 0.47479 1.33075
O 0.24574 1.20540 0.36036
H -3.54326 -2.97495 2.56232
H -3.83879 -1.37760 0.68836
H -2.03584 0.21035 0.11849
H -1.46188 -2.95372 3.89267
H 2.95312 -0.88597 4.94161
H 4.72788 0.74577 4.41078
H 4.50656 2.22311 2.43041
H 2.49491 2.08912 1.00310
C 2.90320 -3.57254 9.10525
C 2.73852 -2.67725 8.05034
C 3.75433 -1.78251 7.73213
C 4.93439 -1.77181 8.47572
C 5.08964 -2.65140 9.54717
C 4.07556 -3.56055 9.85374
C 6.31655 -2.61655 10.37494
O 6.45492 -3.38728 11.30940
C 7.36892 -1.62553 10.05576
C 8.50559 -1.54166 10.86169
C 9.50580 -0.62239 10.56152
C 9.37909 0.20941 9.45103
C 8.24572 0.13278 8.64888
C 7.23371 -0.77866 8.95570
C 6.01575 -0.82763 8.11665
O 5.90173 -0.09635 7.14597
H 2.11387 -4.27705 9.34769
H 1.81832 -2.67836 7.47422
H 3.62207 -1.09129 6.90644
H 4.19570 -4.25683 10.67783
H 8.61251 -2.18888 11.72678
H 10.38642 -0.55540 11.19265
H 10.16310 0.92148 9.21315
H 8.15064 0.78697 7.78777

Forces on atoms 1 to 3 (eV/Å):
C 0.42 0.14 0.34
C 0.38 2.36 -0.13
O 3.20 -1.89 -1.50

Computed properties:
- maximum force (hartree/bohr) = 0.1151
- highest occupied orbital energy (eV) = -9.79
- multiplicity = 1
- SMILES string = CCOP(=O)(CC[C@@H](C#N)[C@@H](C#N)[C@H](I)[C@H](C)I)OCC.O=C1c2ccccc2C(=O)c2ccccc21.O=C1c2ccccc2C(=O)c2ccccc21
- LUMO (eV) = -1.045
- orbital gap (eV) = 8.75

Want to see where the charge sits? The Löwdin charges in e are:
1. C -0.120
2. C -0.286
3. O -0.249
4. P 0.724
5. O -0.348
6. C -0.208
7. C -0.198
8. C -0.237
9. C -0.172
10. N 0.136
11. C -0.286
12. C -0.253
13. N 0.144
14. C -0.686
15. I 0.880
16. C -0.787
17. C -0.170
18. I 0.813
19. O -0.280
20. C -0.271
21. C -0.071
22. H 0.008
23. H 0.089
24. H 0.083
25. H 0.129
26. H 0.128
27. H 0.091
28. H 0.120
29. H 0.130
30. H 0.106
31. H 0.087
32. H 0.138
33. H 0.083
34. H 0.063
35. H 0.059
36. H 0.069
37. H 0.083
38. H 0.116
39. H 0.109
40. H 0.086
41. H 0.084
42. H 0.067
43. C -0.055
44. C -0.053
45. C -0.001
46. C -0.085
47. C -0.084
48. C 0.003
49. C -0.277
50. O 0.094
51. C -0.081
52. C 0.009
53. C -0.044
54. C -0.053
55. C 0.003
56. C -0.085
57. C -0.280
58. O 0.097
59. H 0.108
60. H 0.111
61. H 0.117
62. H 0.120
63. H 0.097
64. H 0.107
65. H 0.108
66. H 0.121
67. C -0.052
68. C -0.044
69. C 0.008
70. C -0.082
71. C -0.085
72. C 0.004
73. C -0.280
74. O 0.102
75. C -0.084
76. C 0.004
77. C -0.057
78. C -0.058
79. C 0.002
80. C -0.084
81. C -0.276
82. O 0.092
83. H 0.109
84. H 0.108
85. H 0.097
86. H 0.121
87. H 0.121
88. H 0.108
89. H 0.107
90. H 0.120